(1)
Formula: C41H34F13N5O5STeV
Source: OMol25
Level of theory: wB97M-V/def2-TZVPD

Last column: Mulliken spin population.
Element x y z (Å)
V -0.0172 0.7554 -1.3724  0.832
C 1.6385 -2.2913 1.6608  0.001
N 1.7453 -0.8912 1.3302  0.006
C 1.3608 0.0104 2.3994  -0.001
C 0.4725 1.1871 2.0086  0.027
N -0.7657 0.7482 1.3684  0.031
C -1.8558 1.6258 1.2381  0.009
C -3.1122 1.1353 0.8812  -0.003
F -3.2986 -0.1709 0.6551  0.001
C -4.2123 1.9524 0.7204  0.000
F -5.3825 1.4243 0.3492  0.000
C -4.1154 3.3113 0.9526  0.002
F -5.1769 4.1031 0.8057  0.000
C -2.8944 3.8281 1.3317  -0.002
F -2.7634 5.1379 1.5442  0.000
C -1.7883 3.0014 1.4506  -0.004
F -0.6353 3.6065 1.7667  0.000
C 2.9602 -0.5489 0.6208  0.000
C 2.8570 0.6036 -0.3654  0.009
N 1.9095 0.3712 -1.4697  -0.042
C 2.4822 0.4991 -2.7602  -0.011
C 2.1661 -0.4184 -3.7537  0.006
F 1.4656 -1.5408 -3.4602  -0.004
C 2.5607 -0.2814 -5.0730  0.005
F 2.2043 -1.2044 -5.9740  0.000
C 3.3524 0.7854 -5.4471  -0.003
F 3.7387 0.9350 -6.7147  0.000
C 3.7441 1.6899 -4.4759  0.003
F 4.5098 2.7286 -4.8075  0.000
C 3.3228 1.5354 -3.1671  0.000
F 3.7266 2.4648 -2.2920  0.000
H 2.4424 -2.6632 2.3184  0.001
H 1.6600 -2.8859 0.7430  0.000
H 0.6806 -2.4766 2.1473  0.000
H 2.2502 0.4612 2.8749  -0.001
H 0.8499 -0.5640 3.1739  -0.001
H 1.0245 1.9074 1.4017  -0.002
H 0.1863 1.6959 2.9306  0.000
H 3.2807 -1.4345 0.0660  0.000
H 3.7781 -0.2972 1.3227  0.000
H 3.8594 0.7465 -0.7706  0.001
H 2.6055 1.5347 0.1503  -0.005
O -0.8909 -1.2558 0.3515  0.073
N -0.5118 -0.0470 0.1968  0.037
C -0.3550 -6.6430 -6.7871  0.000
C -0.4518 -5.6166 -5.6917  0.000
C -0.2627 -5.9630 -4.3622  0.000
C -0.3488 -5.0268 -3.3387  0.002
C -0.1257 -5.5189 -1.9253  0.000
C -0.6439 -3.6949 -3.6645  -0.005
Te -0.7120 -2.5284 -1.8623  0.024
N -1.0724 -0.6424 -2.3565  0.021
C -2.1303 0.2157 -2.4866  -0.021
O -2.0232 1.2721 -1.8275  -0.007
C -3.2465 0.0833 -3.4617  0.000
C -4.4497 -0.5083 -3.1100  0.003
C -5.4883 -0.5486 -4.0320  0.000
C -5.3268 0.0244 -5.2850  0.000
C -4.1329 0.6564 -5.6141  0.000
C -3.0919 0.6940 -4.7018  0.002
C -2.6104 -3.2983 -1.3813  0.006
C -3.5352 -3.3985 -2.4156  -0.001
C -4.7904 -3.9296 -2.1752  -0.001
C -5.1009 -4.3824 -0.9004  0.000
C -4.1569 -4.3163 0.1099  0.000
C -2.8871 -3.7764 -0.0994  -0.004
C -1.9200 -3.7676 1.0533  0.000
C -0.8088 -3.3091 -4.9968  0.000
C -1.0751 -1.9046 -5.4545  0.000
C -0.7187 -4.2885 -5.9824  0.000
H -0.1141 -7.6271 -6.3877  0.000
H 0.4179 -6.3726 -7.5080  0.000
H -1.2959 -6.7224 -7.3338  0.000
H -0.0363 -6.9928 -4.1084  0.000
H 0.0929 -6.5849 -1.9367  0.000
H -1.0076 -5.3901 -1.2914  0.000
H 0.7197 -5.0276 -1.4348  0.000
H -4.5820 -0.9214 -2.1186  0.000
H -6.4290 -1.0101 -3.7608  0.000
H -6.1391 -0.0019 -5.9994  0.000
H -4.0159 1.1278 -6.5810  0.000
H -2.1620 1.1961 -4.9427  0.000
H -3.2820 -3.0696 -3.4154  0.000
H -5.5125 -3.9943 -2.9785  0.000
H -6.0752 -4.8069 -0.6958  0.000
H -4.3979 -4.6988 1.0945  0.000
H -2.0268 -2.8539 1.6373  0.001
H -0.8734 -3.8074 0.7457  0.000
H -2.1102 -4.6264 1.6968  0.000
H -0.8063 -1.1626 -4.7109  0.004
H -2.1297 -1.7686 -5.7009  0.000
H -0.4973 -1.6898 -6.3545  0.000
H -0.8451 -3.9857 -7.0172  0.000
F -2.1761 3.9235 -1.7729  0.000
C -1.0737 4.4486 -2.2823  0.003
F -0.7554 5.5328 -1.5812  0.000
F -1.2972 4.7953 -3.5503  0.000
S 0.3792 3.3112 -2.2497  -0.004
O 0.0994 2.1406 -3.1081  0.008
O 1.4404 4.1662 -2.6568  0.001
O 0.4104 2.7752 -0.8506  0.005

## Properties
HOMO-LUMO gap (spin up / spin down) in eV: 7.27 / 7.29
Expectation value of S²: 0.787
E_LUMO (spin up / spin down) in eV: -0.3 / -0.2
Multiplicity: 2

(2)
Formula: C41H34F15N3O20PS3
Source: OMol25
Level of theory: wB97M-V/def2-TZVPD

Last column: Löwdin charge in e.
Element x y z (Å)
O 0.5270 1.3739 2.3264  0.150
C -0.0356 0.4152 1.9187  -0.526
F 0.6238 -0.7792 2.0154  0.071
N -1.3310 0.5767 1.3042  -0.027
C -2.2601 -0.0756 2.1332  -0.552
O -1.9967 -0.8829 2.9616  0.139
F -3.5976 0.2705 2.0411  0.066
P -1.3955 -0.0940 -0.4327  0.626
C -0.1754 1.1559 -1.1717  -0.241
C 0.9300 0.5178 -2.0761  -0.298
C 2.3353 0.3946 -1.3726  -0.450
S 3.3641 -0.8771 -2.2343  0.882
C 3.7791 -2.1933 -1.0999  -1.002
S 3.7963 -1.9213 0.5351  0.737
N 4.0877 -3.5320 -1.5388  -0.188
C 5.2870 -4.0860 -1.1326  -0.093
C 5.2324 -5.3984 -1.7002  -0.133
N 4.0363 -5.5351 -2.4064  0.019
C 3.3334 -4.4137 -2.3070  -0.139
O -1.7502 -0.9335 -1.9309  -0.342
C -2.7993 -0.2510 -2.6033  -0.212
C -3.6424 0.4189 -1.4387  -0.376
C -4.9105 1.2099 -1.9393  -0.099
C -6.2209 0.5823 -1.3201  -0.066
C -6.8371 -0.5401 -2.2360  -0.363
F -7.7836 0.1305 -3.0259  0.059
F -5.9386 -1.0583 -3.1336  0.100
C -7.6588 -1.6350 -1.4548  -0.293
F -8.6827 -2.0472 -2.2637  0.121
F -8.2578 -0.9747 -0.3969  0.110
C -6.8108 -2.8092 -0.8204  -0.301
F -5.5272 -2.3135 -0.6938  0.130
F -7.2264 -2.9929 0.4602  0.138
C -6.6705 -4.1115 -1.6882  -0.387
F -5.4220 -4.6102 -1.4580  0.118
F -6.6713 -3.8094 -3.0131  0.128
S -7.8846 -5.5039 -1.3794  0.883
F -8.4019 -5.4156 -2.9318  -0.162
F -9.0821 -4.5290 -0.9283  -0.128
F -7.3582 -5.7594 0.1186  -0.126
F -6.7558 -6.5676 -1.9194  -0.159
F -8.8876 -6.7586 -1.1823  -0.143
O -2.6464 1.1162 -0.6872  -0.280
H -0.3746 -1.0996 -0.2622  0.046
H -2.2844 -1.0926 0.1413  0.054
H -0.7815 1.8274 -1.8322  0.079
H 0.2698 1.8469 -0.4052  0.090
H 1.0746 1.2154 -2.9473  0.101
H 0.6756 -0.4798 -2.4995  0.083
H 2.1543 0.1396 -0.3033  0.046
H 2.8401 1.3931 -1.3968  0.062
H 6.0844 -3.6317 -0.5256  0.112
H 5.9925 -6.1889 -1.5955  0.090
H 2.3465 -4.1402 -2.7092  0.136
H -2.3596 0.6517 -3.1349  0.119
H -3.3416 -0.7652 -3.4294  0.111
H -4.0790 -0.2629 -0.6594  0.105
H -4.9208 1.1447 -3.0604  0.116
H -4.8236 2.3017 -1.7127  0.123
H -6.9649 1.4205 -1.3039  0.129
H -6.0954 0.2638 -0.2636  0.125
C 3.4262 -2.3144 4.1043  0.070
C 2.7472 -3.0492 4.9921  -0.225
C 3.1752 -3.1402 6.4220  -0.315
O 2.5174 -3.8060 7.2013  0.103
C 4.3825 -2.4205 6.8247  0.070
C 5.0617 -1.6897 5.9365  -0.233
C 4.6181 -1.5770 4.5127  -0.309
O 5.2614 -0.8839 3.7456  0.100
O 6.1765 -1.0192 6.2776  0.097
O 1.6498 -3.7388 4.6431  0.117
H 3.1255 -2.2387 3.0685  0.059
H 4.6920 -2.5078 7.8571  0.132
H 6.4710 -0.5730 5.4600  0.116
H 1.3471 -4.1807 5.4587  0.117
C 3.6643 7.1586 -0.9840  0.072
C 2.8157 6.1898 -1.3437  -0.229
C 3.1612 4.7450 -1.1717  -0.300
O 2.3513 3.8994 -1.4961  0.118
C 4.4740 4.4131 -0.6201  0.087
C 5.3223 5.3820 -0.2643  -0.232
C 4.9662 6.8263 -0.4110  -0.318
O 5.7651 7.6754 -0.0560  0.100
O 6.5376 5.1061 0.2435  0.101
O 1.6142 6.4655 -1.8745  0.109
H 3.4258 8.2067 -1.1010  0.134
H 4.7192 3.3646 -0.5170  0.139
H 6.9498 5.9734 0.4187  0.115
H 1.1969 5.5978 -2.0434  0.122
C -4.8614 1.0744 6.4469  0.073
C -4.7577 1.6490 5.2430  -0.230
C -3.6622 2.6197 4.9319  -0.311
O -3.5954 3.1047 3.8203  0.124
C -2.7140 2.9480 5.9964  0.081
C -2.8215 2.3754 7.1982  -0.234
C -3.9003 1.3855 7.5000  -0.319
O -3.9467 0.8761 8.6069  0.096
O -1.9647 2.6606 8.1968  0.096
O -5.6269 1.3826 4.2589  0.107
H -5.6466 0.3700 6.6834  0.134
H -1.9370 3.6636 5.7657  0.137
H -2.2570 2.1171 8.9531  0.114
H -5.3306 1.9183 3.4969  0.116
C 4.5801 1.2080 -5.6426  0.078
C 4.8224 0.6740 -6.8432  -0.231
C 6.2171 0.3945 -7.3048  -0.315
O 6.3923 -0.1102 -8.3990  0.105
C 7.3201 0.7487 -6.4125  0.074
C 7.0757 1.2865 -5.2128  -0.230
C 5.6805 1.5406 -4.7405  -0.316
O 5.4973 2.0159 -3.6345  0.101
O 8.0699 1.6238 -4.3746  0.105
O 3.8283 0.3617 -7.6916  0.107
H 3.5764 1.4131 -5.2956  0.137
H 8.3243 0.5580 -6.7647  0.134
H 7.6307 1.9866 -3.5809  0.119
H 4.2658 -0.0078 -8.4822  0.117

## Properties
Total charge: -1
HOMO-LUMO gap in eV: 5.40
E_LUMO in eV: -0.2
Multiplicity: 1